[1]
DFT (wB97M-V/def2-TZVPD) results for C24H34N2O7P2PtS2 as an isolated structure.

frontier orbital gap	6.69	eV
E_LUMO	4.3	eV
total charge	-2

Geometry as XYZ:
```
72
Properties=species:S:1:pos:R:3:forces:R:3
Pt 1.78738 -1.72400 -0.17090 0.0 0.0 0.0
N 2.67542 -0.45048 1.11219 0.0 0.0 0.0
C 4.04275 -0.23255 0.58369 0.0 0.0 0.0
C 4.59191 -1.62581 0.29906 0.0 0.0 0.0
O 5.78011 -1.89066 0.46288 0.0 0.0 0.0
N 3.61488 -2.47938 -0.07091 0.0 0.0 0.0
C 3.69749 -3.82788 0.46011 0.0 0.0 0.0
C 3.26681 -3.90787 1.96153 0.0 0.0 0.0
O 3.11502 -5.06391 2.39758 0.0 0.0 0.0
O 3.12227 -2.81917 2.58110 0.0 0.0 0.0
H 2.17540 0.42549 1.24258 0.0 0.0 0.0
H 2.74759 -1.03278 1.96380 0.0 0.0 0.0
H 4.68689 0.25987 1.31206 0.0 0.0 0.0
H 3.97684 0.37835 -0.31662 0.0 0.0 0.0
H 4.72185 -4.19847 0.38786 0.0 0.0 0.0
H 3.05370 -4.49211 -0.11747 0.0 0.0 0.0
S -0.43130 4.64282 -2.17557 0.0 0.0 0.0
P 0.10995 3.73785 -0.49367 0.0 0.0 0.0
S 1.62692 2.45739 -0.49509 0.0 0.0 0.0
C -1.37627 2.93625 0.24383 0.0 0.0 0.0
C -2.58768 3.62492 0.26799 0.0 0.0 0.0
C -3.71547 3.04213 0.82353 0.0 0.0 0.0
C -3.64771 1.75524 1.34752 0.0 0.0 0.0
C -2.44869 1.06064 1.31268 0.0 0.0 0.0
C -1.31408 1.65329 0.77113 0.0 0.0 0.0
C 0.42197 5.01399 0.80631 0.0 0.0 0.0
C 1.01135 4.64119 2.01197 0.0 0.0 0.0
C 1.20883 5.57393 3.01864 0.0 0.0 0.0
C 0.82536 6.89624 2.82888 0.0 0.0 0.0
C 0.24554 7.27603 1.62741 0.0 0.0 0.0
C 0.04320 6.33797 0.62179 0.0 0.0 0.0
H -2.63962 4.61166 -0.17726 0.0 0.0 0.0
H -4.65360 3.58552 0.83466 0.0 0.0 0.0
H -4.53283 1.29125 1.76773 0.0 0.0 0.0
H -2.39158 0.04648 1.68791 0.0 0.0 0.0
H -0.38586 1.10064 0.71153 0.0 0.0 0.0
H 1.32933 3.61373 2.14210 0.0 0.0 0.0
H 1.66981 5.26991 3.95107 0.0 0.0 0.0
H 0.98455 7.62718 3.61344 0.0 0.0 0.0
H -0.04851 8.30747 1.46885 0.0 0.0 0.0
H -0.39889 6.61936 -0.32666 0.0 0.0 0.0
C -2.72570 -5.08609 0.29853 0.0 0.0 0.0
C -1.65489 -4.01840 0.46670 0.0 0.0 0.0
C -0.30673 -4.65503 0.77104 0.0 0.0 0.0
C -2.04778 -3.02615 1.55276 0.0 0.0 0.0
O -1.66611 -3.32738 -0.82236 0.0 0.0 0.1
P -0.54664 -2.31663 -1.31025 0.0 0.0 0.0
O -0.30392 -1.16271 -0.35046 0.0 0.0 0.0
O 0.78802 -3.01742 -1.53241 0.0 0.0 0.0
O -1.24963 -1.86469 -2.64870 0.0 0.0 0.0
C -0.92755 -0.62866 -3.37553 0.0 0.0 0.0
C -1.63802 0.52799 -2.69352 0.0 0.0 0.0
C -1.48751 -0.88167 -4.76609 0.0 0.0 0.0
C 0.57384 -0.39118 -3.43285 0.0 0.0 0.0
H -2.83869 -5.64917 1.22644 0.0 0.0 0.0
H -2.44469 -5.77510 -0.49891 0.0 0.0 0.0
H -3.68139 -4.62526 0.04301 0.0 0.0 0.0
H -0.39166 -5.27613 1.66428 0.0 0.0 0.0
H 0.46557 -3.91216 0.97089 0.0 0.0 0.0
H 0.02617 -5.27575 -0.06057 0.0 0.0 0.0
H -2.14235 -3.55034 2.50570 0.0 0.0 0.0
H -3.00251 -2.55577 1.30737 0.0 0.0 0.0
H -1.28894 -2.25122 1.65033 0.0 0.0 0.0
H -2.71489 0.34787 -2.65836 0.0 0.0 0.0
H -1.44707 1.46066 -3.22796 0.0 0.0 0.0
H -1.26654 0.64696 -1.67809 0.0 0.0 0.0
H -2.55311 -1.10856 -4.70610 0.0 0.0 0.0
H -0.97470 -1.72344 -5.23417 0.0 0.0 0.0
H -1.35037 0.00662 -5.38468 0.0 0.0 0.0
H 0.97492 -0.13614 -2.45153 0.0 0.0 0.0
H 0.76833 0.45613 -4.09286 0.0 0.0 0.0
H 1.09349 -1.27288 -3.81090 0.0 0.0 0.0
```
Forces are in eV/Å.

Atomic partial charges in e from the Löwdin method, atoms 1 to 5: Pt 1.104; N -0.115; C -0.156; C -0.569; O 0.003



[2]
DFT (wB97M-V/def2-TZVPD) results for a 2-piece molecular cluster, C4H3FN2O overall in a non-equilibrium geometry.

SMILES	N#CC(=O)F.C=C=N
frontier orbital gap	8.09	eV
E_LUMO	-0.9	eV

Geometry as XYZ:
```
11
Properties=species:S:1:pos:R:3:forces:R:3
N 1.20629 -1.69975 1.09138 1.1 2.2 -0.9
C 1.61929 -0.74584 0.55825 -1.2 -3.4 1.2
C 1.89835 0.35961 -0.30108 -0.3 1.6 -1.7
O 2.03843 0.39698 -1.47660 0.3 -0.7 0.8
F 1.82646 1.48400 0.40177 0.2 0.4 0.5
C -1.31094 -0.11183 -1.03664 -0.5 -0.6 4.4
C -1.46301 0.19119 0.26129 -0.3 0.0 -0.2
N -1.77273 0.45759 1.41367 -1.9 0.0 -4.6
H -1.21421 0.52442 -1.79644 0.8 3.0 -2.4
H -1.45388 -1.08768 -1.35605 -0.4 -1.9 -0.1
H -1.37406 0.23131 2.24044 2.2 -0.5 2.8
```
Forces are in eV/Å.

Atomic partial charges in e from the Löwdin method, atoms 1 to 5: N 0.221; C -0.095; C -0.502; O 0.201; F 0.133



| no. | energy (Ha) |
| --- | --- |
| 1 | -3169.88970 |
| 2 | -438.73999 |